1.
This record from OMol25 describes C14H12B2BaBr6O16 as an isolated structure in a non-equilibrium geometry. The level of theory is the ωB97M-V functional and the def2-TZVPD basis.

Last column: natural (NBO) charge in e.
CARTESIAN COORDINATES (ANGSTROEM)
Ba  10.22972  -12.17540  30.04987  1.988
O  10.79804  -7.31788  28.59604  -0.635
C  11.40104  -6.90796  27.60099  0.681
O  11.74439  -5.67810  27.40330  -0.601
B  12.37237  -5.59413  26.06697  1.154
O  12.18707  -6.95502  25.48712  -0.604
C  11.76959  -7.75580  26.43183  0.687
O  11.77491  -9.01488  26.47294  -0.630
O  13.82332  -5.26863  26.14171  -0.609
C  14.01757  -4.30058  25.38988  0.659
O  15.07221  -3.59521  25.28283  -0.565
C  12.72515  -3.86604  24.64267  0.684
O  11.80353  -4.59694  25.19357  -0.658
O  12.56455  -2.94376  23.82460  -0.554
O  15.23376  -11.96441  28.99052  -0.646
C  16.28885  -11.44504  28.58079  0.701
O  16.38988  -10.31582  27.82931  -0.642
B  17.82099  -10.13719  27.43842  1.162
O  18.51483  -11.01879  28.46965  -0.613
C  17.70349  -11.86422  28.99498  0.666
O  18.00261  -12.68548  29.90863  -0.585
O  18.09089  -8.70838  27.62515  -0.626
C  18.45958  -8.22851  26.51794  0.660
O  18.59972  -7.03888  26.29311  -0.543
C  18.65822  -9.33702  25.47570  0.675
O  18.21312  -10.46934  26.02444  -0.665
O  19.15637  -9.24718  24.37079  -0.539
Br  8.55825  -7.89573  20.85675  -0.019
C  8.38766  -5.92633  20.76830  -0.447
C  7.06296  -5.44987  20.18033  -0.405
Br  7.00642  -3.41256  19.94068  -0.037
H  9.24915  -5.55671  20.21212  0.228
H  8.57962  -5.49750  21.75184  0.235
H  6.39014  -5.69075  21.00337  0.212
H  6.64397  -5.90769  19.28426  0.232
Br  14.58800  -13.43000  21.88653  -0.039
C  15.33301  -11.60545  21.90658  -0.433
C  14.31648  -10.56507  22.40222  -0.439
Br  14.75686  -8.67579  21.95201  0.003
H  15.43936  -11.45781  20.83187  0.218
H  16.33321  -11.54915  22.33614  0.246
H  14.32102  -10.68877  23.48517  0.221
H  13.30702  -10.72452  22.02317  0.223
Br  14.62418  -4.33837  15.24470  -0.027
C  14.86707  -4.94932  17.13277  -0.428
C  14.65037  -3.81232  18.15892  -0.458
Br  15.93700  -2.34213  17.90163  -0.005
H  15.85878  -5.38658  17.24854  0.225
H  14.20324  -5.79842  17.29549  0.227
H  14.57435  -4.09872  19.20787  0.245
H  13.65473  -3.38425  18.04240  0.222

LUMO: -0.2305 hartree
largest force on an atom: 9.46 eV Å⁻¹
gap between HOMO and LUMO: 2.2 eV
HOMO level: -8.48 eV

---

2.
This record from OMol25 describes one molecule with the formula C3H5ClFN in a non-equilibrium geometry. The level of theory is the ωB97M-V functional and the def2-TZVPD basis.

Last column: natural (NBO) charge in e.
CARTESIAN COORDINATES (ANGSTROEM)
C  -1.12608  0.46940  0.17256  0.183
C  0.04105  -0.00715  -0.62952  -0.161
C  1.07804  -0.88278  0.07429  -0.246
H  -0.95045  0.53257  1.24914  0.181
H  -0.06211  0.19373  -1.68118  0.234
H  0.80645  -1.26643  1.11856  0.198
H  1.32740  -1.71138  -0.60379  0.211
H  1.37134  0.88835  0.72792  0.348
N  1.41337  0.49054  -0.17242  -0.550
F  -1.32205  1.81224  -0.12507  -0.355
Cl  -2.57697  -0.51908  -0.13048  -0.042

LUMO: 0.0335 hartree
largest force on an atom: 3.13 eV Å⁻¹
gap between HOMO and LUMO: 11.0 eV
HOMO level: -10.09 eV

---

3.
This record from OMol25 describes a 11-piece molecular cluster, C22H66O11S11 overall in a non-equilibrium geometry. The level of theory is the ωB97M-V functional and the def2-TZVPD basis.

Last column: Mulliken charge in e.
CARTESIAN COORDINATES (ANGSTROEM)
C  -1.77364  -0.61392  -7.33270  -1.024
S  -1.31444  0.03754  -5.70429  0.539
O  -2.43764  0.84491  -5.13779  -0.626
C  -1.40150  -1.56484  -4.83443  -0.303
H  -1.87427  0.24990  -7.98470  0.377
H  -2.70570  -1.16125  -7.19389  0.299
H  -1.01583  -1.29348  -7.71868  0.357
H  -1.28519  -1.42027  -3.76241  -0.454
H  -0.55755  -2.19353  -5.13733  0.311
H  -2.33337  -2.07533  -5.07410  0.540
C  -2.31518  2.91561  3.60901  -0.415
S  -2.77700  2.47632  5.28676  0.439
O  -3.59390  3.60644  5.83273  -0.659
C  -4.03878  1.26590  4.79480  -0.549
H  -1.52767  3.66151  3.59785  0.359
H  -3.19131  3.14976  3.00545  0.319
H  -1.93506  2.02592  3.09736  -0.059
H  -4.72414  1.00001  5.59086  0.424
H  -3.56405  0.35590  4.40528  0.155
H  -4.52724  1.63673  3.88994  0.008
C  4.38859  -3.28820  3.16182  -0.952
S  2.92713  -3.93775  2.27036  0.439
O  2.01028  -2.75686  2.09523  -0.505
C  3.75121  -4.18897  0.65924  -0.440
H  4.60009  -2.35383  2.64365  0.150
H  5.20747  -4.00091  3.14959  0.417
H  4.04190  -3.07991  4.17141  0.374
H  2.95359  -4.44714  -0.03824  -0.167
H  4.43476  -5.03675  0.70572  0.487
H  4.26602  -3.29961  0.29850  0.188
C  3.43078  2.85186  2.94868  -0.511
S  2.20986  1.86148  3.84937  0.245
O  0.86053  2.24355  3.30748  -0.394
C  2.64513  0.28125  3.07412  -0.684
H  3.27378  3.91896  3.07612  0.326
H  3.46092  2.57710  1.89110  -0.167
H  4.46088  2.63839  3.25411  0.394
H  3.71375  0.05137  3.17977  0.514
H  2.49508  0.31050  1.99544  -0.092
H  2.17298  -0.53951  3.60746  0.324
C  -0.29314  -5.59511  1.12181  -0.588
S  -1.74433  -4.68172  1.69572  0.581
O  -2.62906  -5.76148  2.26288  -0.687
C  -0.96632  -3.87087  3.11198  -0.617
H  0.26590  -6.03881  1.94050  0.356
H  0.33135  -4.93402  0.50762  -0.172
H  -0.58221  -6.32665  0.36700  0.432
H  -0.16024  -3.16752  2.90111  -0.068
H  -0.53163  -4.66836  3.72183  0.428
H  -1.70634  -3.37190  3.73734  0.362
C  3.94664  -0.55986  -1.39805  -0.244
S  4.54260  1.10674  -1.76238  0.415
O  4.69749  1.24828  -3.24614  -0.629
C  2.99206  1.95575  -1.19526  0.583
H  3.80279  -0.76140  -0.33670  0.014
H  4.74428  -1.21185  -1.76574  0.464
H  3.04625  -0.81420  -1.95686  -0.129
H  3.05274  2.97823  -1.57041  0.547
H  2.96764  1.83466  -0.11661  -0.587
H  2.09882  1.56229  -1.68223  -0.504
C  0.78532  4.62406  0.99904  -0.430
S  -0.72504  5.50499  0.43040  0.587
O  -1.53930  5.72363  1.66258  -0.682
C  0.13136  7.04767  0.03046  -1.038
H  1.35001  4.43559  0.08522  0.247
H  0.45595  3.72421  1.51736  -0.353
H  1.35987  5.18093  1.73867  0.602
H  0.74200  6.90570  -0.86286  0.310
H  0.77449  7.45956  0.81013  0.336
H  -0.62218  7.80995  -0.17270  0.369
C  0.54883  2.62361  -3.96640  -0.774
S  0.24045  3.60913  -2.45425  0.898
O  0.72124  5.02092  -2.67732  -0.719
C  -1.57978  3.60033  -2.63806  -1.148
H  1.46320  2.04361  -3.88597  0.301
H  0.50158  3.25963  -4.85039  0.522
H  -0.30273  1.95468  -4.08398  -0.122
H  -1.88513  2.56533  -2.48144  0.275
H  -1.79219  4.02958  -3.61078  0.517
H  -1.94897  4.14777  -1.77429  0.277
C  -0.31677  -1.56430  0.41646  -1.087
S  -0.94528  -0.24859  -0.66653  -0.005
O  0.10336  0.01214  -1.71190  -0.229
C  -0.66326  1.08904  0.50370  0.527
H  -0.67097  -1.40399  1.43388  0.387
H  0.75363  -1.33747  0.41423  0.169
H  -0.43356  -2.60092  0.11775  0.466
H  -1.35346  0.97493  1.33656  -0.255
H  -0.90085  2.02005  -0.00545  0.164
H  0.34354  1.12873  0.92185  -0.165
C  -6.15985  0.73981  0.99467  -1.084
S  -4.49939  0.27315  0.52603  0.564
O  -3.63335  1.44411  0.91057  -0.534
C  -4.19837  -1.08255  1.72973  -0.421
H  -6.90331  0.02865  0.64827  0.379
H  -6.27253  1.73938  0.56340  0.383
H  -6.29904  1.00784  2.04845  0.289
H  -4.59710  -2.00117  1.29983  0.474
H  -4.60698  -0.74275  2.67395  0.291
H  -3.12289  -1.25581  1.76900  -0.228
C  0.75707  -5.47435  -2.69664  -0.796
S  1.77007  -4.19450  -3.52973  0.371
O  1.15455  -4.02559  -4.88444  -0.624
C  1.10381  -2.78532  -2.56115  -0.329
H  -0.29739  -5.21104  -2.75160  0.273
H  1.16455  -5.64740  -1.70446  0.152
H  0.87317  -6.36661  -3.31413  0.440
H  0.01583  -2.79710  -2.59687  0.125
H  1.38420  -1.84272  -3.02977  0.147
H  1.48503  -2.77757  -1.53914  0.243

LUMO: -0.0134 hartree
largest force on an atom: 1.60 eV Å⁻¹
gap between HOMO and LUMO: 8.0 eV
HOMO level: -8.34 eV

---

4.
This record from OMol25 describes C9H10O6V as an isolated structure in a non-equilibrium geometry. The level of theory is the ωB97M-V functional and the def2-TZVPD basis.

Last column: Mulliken spin population.
CARTESIAN COORDINATES (ANGSTROEM)
O  0.23099  3.54742  -1.28969  0.002
C  0.14872  2.61346  -1.92825  -0.001
V  0.11355  -0.25117  -2.37402  2.877
O  0.15157  0.10056  -5.41907  0.168
C  0.14829  -0.02001  -4.26142  -0.139
C  0.07433  -2.09443  -2.02081  -0.124
O  0.04450  -3.19464  -1.64229  0.179
C  -1.67114  0.12206  -1.84051  -0.061
O  -2.81393  0.22906  -1.60263  0.110
C  1.88717  0.15255  -1.74358  -0.062
O  3.00206  0.26668  -1.43218  0.094
C  -1.91350  0.04106  1.82526  0.000
C  -0.81029  0.86621  1.20580  0.002
O  0.13294  0.10119  0.42851  -0.048
C  0.80481  -0.91042  1.18912  0.006
C  1.58928  -0.36145  2.36853  -0.002
H  -2.41902  -0.55756  1.07860  -0.001
H  -2.63923  0.70552  2.29067  0.000
H  -1.52812  -0.61094  2.60834  0.000
H  -1.21968  1.62958  0.51925  -0.001
H  -0.24787  1.40401  1.99263  -0.001
H  0.06869  -1.64812  1.53520  0.000
H  1.47157  -1.42030  0.49352  0.001
H  0.93848  0.04866  3.14719  0.000
H  2.16447  -1.17217  2.82192  0.000
H  2.29135  0.41319  2.04991  0.000

LUMO (alpha / beta): -0.3949 / -0.4171 hartree
largest force on an atom: 10.79 eV Å⁻¹
gap between HOMO and LUMO (alpha / beta): 6.9 / 6.4 eV
net charge: +2
spin multiplicity: 4
HOMO level (alpha / beta): -17.69 / -17.70 eV